Here is a 9-piece molecular cluster, C16H54N4O9 overall from the OMol25 dataset. Energies are from wB97M-V/def2-TZVPD.

Last column: Mulliken charge in e.
Geometry (Å):
C -5.4947 -4.2200 1.6148  -0.7258
O -4.8510 -2.9651 1.5244  -0.3493
C -3.4188 -3.0860 1.6038  -0.9069
C -2.6801 -1.7831 1.4258  1.0421
C -1.1740 -1.8589 1.5589  -1.5458
N -3.0661 -1.0134 2.6171  -0.7187
H -5.3359 -4.6823 0.6406  0.2802
H -6.5179 -3.9067 1.8221  0.2481
H -5.1234 -4.6405 2.5494  0.3256
H -3.2400 -3.4937 2.5988  0.3937
H -3.0999 -3.7074 0.7670  0.3296
H -2.9194 -1.2839 0.4869  0.2291
H -0.8307 -2.0102 2.5824  0.6155
H -0.6443 -0.9219 1.3870  -0.0152
H -0.7700 -2.7373 1.0555  0.4599
H -2.6666 -0.0923 2.7269  0.1520
H -4.0692 -0.9831 2.7311  0.2140
C -0.5548 -0.7513 -6.8801  -0.7896
O -0.8663 -1.5060 -5.6745  -0.4252
C -0.9339 -0.8381 -4.4286  -0.7376
C -1.3549 -1.8894 -3.3887  0.5183
C -1.5809 -1.2463 -1.9797  -0.3936
N -0.3088 -2.8226 -3.1991  -0.7554
H -0.7753 -1.3464 -7.7662  0.2470
H 0.5227 -0.6134 -6.7900  0.3434
H -0.9458 0.2622 -6.9701  0.2741
H 0.0839 -0.5011 -4.2321  0.2068
H -1.6713 -0.0436 -4.5426  0.5140
H -2.2789 -2.3839 -3.6883  0.3393
H -1.1578 -1.8914 -1.2097  -0.0279
H -2.6553 -1.3008 -1.8040  0.4333
H -1.2515 -0.2076 -2.0059  -0.2275
H -0.8103 -3.5416 -2.6973  0.2248
H -0.0214 -3.2761 -4.0546  0.2694
C -0.6582 2.4004 -3.3845  -0.6241
O -0.8351 3.5806 -4.0863  -0.4722
C 0.1502 4.4813 -3.8454  -0.7245
C 1.4637 4.0402 -4.6100  0.6883
C 2.6528 4.9104 -4.3579  -1.4221
N 1.1342 4.1126 -6.0178  -0.6978
H -1.6459 1.9467 -3.4667  0.2219
H -0.5583 2.4423 -2.2999  0.3065
H -0.0079 1.7037 -3.9136  0.3072
H -0.1832 5.5178 -3.8965  0.4114
H 0.3376 4.4300 -2.7729  0.3521
H 1.8524 3.0374 -4.4327  0.1112
H 2.3851 5.9152 -4.6850  0.2872
H 3.6894 4.6383 -4.5566  0.3265
H 2.6815 4.9622 -3.2695  0.3609
H 0.3963 3.4464 -6.1962  0.2578
H 0.7589 4.9926 -6.3416  0.2832
C 1.2292 -1.3014 8.5900  -0.6843
O 1.8138 -1.4228 7.2527  -0.3234
C 1.2342 -0.6931 6.1689  -0.8026
C 2.1242 -0.8888 4.9100  0.7400
C 3.5757 -0.4737 4.9230  -1.5952
N 1.4932 -0.3972 3.6528  -0.2404
H 0.2398 -1.7584 8.6056  0.2664
H 1.1587 -0.2279 8.7656  0.3060
H 1.8662 -1.8539 9.2807  0.2193
H 0.1785 -0.9271 6.0314  0.4503
H 1.2910 0.3620 6.4364  0.3658
H 2.1312 -1.9756 4.8269  0.2520
H 4.1663 -1.1043 5.5876  0.3568
H 3.6940 0.5923 5.1171  0.3245
H 3.9641 -0.5667 3.9088  0.3843
H 1.9126 -0.6336 2.7649  0.3604
H 0.5151 -0.6425 3.5956  -0.1193
O 2.7972 1.9600 2.5735  -0.6862
H 3.7395 1.9768 2.4060  0.2650
H 2.6464 1.1231 3.0129  0.2902
O 2.1176 0.2358 -2.3155  -0.6053
H 1.9604 -0.6737 -2.0620  0.2411
H 1.7541 0.7519 -1.5960  0.4024
O 0.8357 1.3348 -0.1626  -0.5382
H -0.0846 1.3018 0.0985  0.2456
H 1.3106 0.9729 0.5855  0.2535
O 0.4067 3.1281 3.2548  -0.6316
H -0.0078 2.5492 2.6150  0.2613
H 1.3444 3.0445 3.0821  0.3615
O 2.3512 -1.0038 0.9823  -0.6172
H 1.9124 -1.3946 0.2266  0.2113
H 3.1771 -0.6685 0.6334  0.2710

Force components x, y, z for each atom (eV/Å):
0.06 1.96 0.54
1.21 1.63 -0.28
-0.67 -0.42 -0.87
-0.15 1.51 2.07
0.79 -1.13 0.52
-0.63 0.21 0.27
-0.26 -0.99 0.47
-0.28 -0.65 -0.45
0.06 -1.17 -0.40
0.71 -0.27 -0.10
0.18 -0.75 0.16
-0.33 -0.17 -0.17
-0.73 -0.43 0.42
-0.19 0.03 -1.04
0.37 0.38 -0.64
-0.04 0.04 -0.31
-0.07 0.24 -0.07
1.30 -0.37 1.64
-0.99 -0.48 -1.58
-0.21 -0.76 -0.89
-0.18 2.15 0.36
-1.11 -0.47 -1.28
0.87 -1.55 0.26
-0.19 -0.04 0.33
0.31 0.13 -0.60
-0.72 -0.11 0.33
-0.05 0.53 0.64
0.09 0.31 0.47
-0.21 0.20 -0.42
0.46 0.47 -0.06
-0.14 0.53 0.15
0.20 -0.11 0.56
0.66 -0.68 0.43
0.00 0.13 -0.44
-2.05 -1.65 -0.62
-1.51 0.18 -0.55
3.01 -0.26 2.12
-0.33 1.23 -1.31
-0.37 1.30 2.09
0.05 -1.18 -1.27
-0.16 -0.39 -0.08
0.93 0.62 0.02
0.59 0.16 0.55
0.10 0.06 -1.27
0.48 -0.02 0.56
-0.96 -0.36 0.43
0.55 0.20 -0.20
-0.45 -0.40 -1.01
0.10 0.42 0.44
-0.12 -0.15 -0.22
0.17 0.39 0.40
0.12 0.30 -2.22
0.09 -0.83 0.26
1.19 1.31 0.74
-1.03 -1.97 -1.08
-0.11 0.58 0.08
-0.51 1.05 1.19
-0.18 0.07 0.00
-0.03 -0.05 0.68
0.13 0.36 -0.15
-0.04 -0.36 -0.37
-0.26 0.44 0.03
0.26 -0.44 0.10
0.00 0.31 0.06
0.03 0.06 0.55
0.09 -0.46 -0.10
0.31 -0.74 0.42
-0.04 0.06 0.14
0.46 0.36 -0.59
0.28 0.28 -0.10
-0.70 -0.46 0.61
0.56 -0.21 -0.55
-0.16 -0.29 -0.20
-0.45 0.34 0.35
-0.18 0.25 -0.08
-0.30 0.03 -0.10
0.41 -0.10 0.50
-0.67 0.38 0.29
0.01 -0.08 -0.09
0.45 -0.18 -0.11
0.03 0.06 0.01
-0.24 -0.22 -0.20
0.35 0.12 -0.16

Output
energy above the lowest of the compared OMol25 structures with the same formula, charge and spin	3.851	eV
HOMO	-8.7	eV
total energy	-41851.355	eV
structure (SMILES)	COC[C@H](C)N.COC[C@H](C)N.COC[C@H](C)N.COC[C@H](C)N.O.O.O.O.O
2S+1	1
lowest unoccupied orbital energy	0.1	eV